[1]
Entry from OMol25: the molecule C21H27N5O2 at a distorted geometry (ωB97M-V/def2-TZVPD).

CARTESIAN COORDINATES (ANGSTROEM)
1 C 3.101 0.557 1.988
2 C 4.301 1.347 1.465
3 C 5.214 0.444 0.639
4 C 3.897 2.625 0.708
5 C 3.449 2.458 -0.750
6 N 2.285 1.628 -0.907
7 C 1.030 2.111 -0.980
8 O 0.749 3.308 -1.055
9 C 0.006 1.074 -0.963
10 C -1.361 1.335 -1.051
11 N -1.910 2.532 -1.292
12 N -2.082 0.171 -0.916
13 C -3.514 0.034 -0.956
14 C -4.186 0.438 0.369
15 C -3.595 -0.295 1.585
16 C -2.681 0.757 2.215
17 C -3.419 2.047 1.867
18 O -3.996 1.834 0.589
19 C -1.201 -0.857 -0.714
20 N -1.490 -2.108 -0.506
21 C -0.404 -2.909 -0.319
22 C -0.607 -4.281 -0.093
23 C 0.461 -5.112 0.111
24 C 1.769 -4.607 0.102
25 C 2.000 -3.276 -0.113
26 C 0.926 -2.393 -0.333
27 N 1.193 -1.081 -0.545
28 C 0.140 -0.318 -0.741
29 H 2.560 0.061 1.188
30 H 2.411 1.213 2.516
31 H 3.439 -0.208 2.685
32 H 4.869 1.684 2.342
33 H 5.607 -0.357 1.262
34 H 6.054 1.007 0.238
35 H 4.670 -0.009 -0.186
36 H 4.753 3.305 0.697
37 H 3.094 3.118 1.259
38 H 3.187 3.445 -1.142
39 H 4.262 2.045 -1.353
40 H 2.383 0.626 -0.811
41 H -2.856 2.702 -0.983
42 H -1.219 3.281 -1.251
43 H -3.732 -1.016 -1.162
44 H -3.911 0.657 -1.763
45 H -5.262 0.245 0.267
46 H -4.389 -0.568 2.280
47 H -3.063 -1.195 1.288
48 H -1.695 0.744 1.749
49 H -2.563 0.627 3.288
50 H -4.214 2.247 2.598
51 H -2.767 2.920 1.801
52 H -1.621 -4.649 -0.089
53 H 0.301 -6.167 0.282
54 H 2.598 -5.280 0.268
55 H 3.000 -2.869 -0.123

Properties
* E_LUMO: 0.041 eV
* ΔE to the lowest compared entry with this formula, charge and spin: 31.38 kJ/mol
* structure (SMILES): CC(C)CCNC(=O)c1c(N)n(C[C@H]2CCCO2)c2nc3ccccc3nc12
* HOMO level: -7.74 eV


[2]
Entry from OMol25: the molecule C6H5FO2 at a distorted geometry (ωB97M-V/def2-TZVPD).

CARTESIAN COORDINATES (ANGSTROEM)
1 O -2.371 -0.903 0.637
2 C -1.064 -0.490 0.350
3 C -0.002 -1.106 1.086
4 C 1.179 -0.772 0.620
5 C 1.597 0.283 -0.400
6 C 0.469 0.899 -0.896
7 O 0.627 1.870 -1.744
8 C -0.756 0.650 -0.451
9 F -1.815 1.427 -0.844
10 H -2.138 -1.166 1.729
11 H -0.308 -1.968 1.791
12 H 2.116 -1.404 0.872
13 H 2.681 0.262 -0.738
14 H -0.214 2.416 -2.011

Properties
* E_LUMO: 0.507 eV
* ΔE to the lowest compared entry with this formula, charge and spin: 241.14 kJ/mol
* structure (SMILES): Oc1cccc(O)c1F
* HOMO level: -8.56 eV


[3]
Entry from OMol25: a structure of composition C29H69BaN2O10 at a distorted geometry (ωB97M-V/def2-TZVPD).

CARTESIAN COORDINATES (ANGSTROEM)
1 Ba 2.381 -5.228 -2.418
2 O -0.361 -1.692 -0.916
3 C -0.087 -2.877 -0.269
4 O -0.486 -3.050 0.923
5 O 0.658 -3.699 -0.730
6 H -0.690 -1.270 -0.119
7 C -0.154 0.917 -4.826
8 C -0.388 -0.325 -3.931
9 O 0.692 -0.716 -3.134
10 H -1.050 1.257 -5.346
11 H 0.647 0.766 -5.550
12 H 0.088 1.717 -4.126
13 H -0.681 -1.176 -4.546
14 H -1.187 -0.119 -3.219
15 H 0.373 -1.212 -2.376
16 C 5.394 -3.537 1.249
17 C 4.379 -3.271 0.129
18 O 3.486 -4.301 -0.069
19 H 4.810 -3.771 2.139
20 H 5.969 -2.614 1.328
21 H 6.104 -4.354 1.119
22 H 4.891 -3.066 -0.811
23 H 3.870 -2.311 0.213
24 H 2.948 -4.320 0.726
25 C 1.924 -6.531 3.269
26 C 0.931 -5.614 2.521
27 O 1.685 -4.703 1.860
28 H 1.414 -7.290 3.862
29 H 2.613 -5.941 3.873
30 H 2.482 -7.097 2.523
31 H 0.244 -5.250 3.285
32 H 0.288 -6.067 1.767
33 H 1.016 -4.160 1.437
34 C -2.926 -0.695 4.475
35 C -2.343 -1.838 3.655
36 O -1.055 -1.471 3.197
37 H -3.102 0.238 3.941
38 H -2.416 -0.405 5.394
39 H -3.906 -1.017 4.828
40 H -2.990 -2.302 2.910
41 H -2.143 -2.685 4.312
42 H -0.894 -1.876 2.342
43 C -4.264 -5.744 2.624
44 C -2.819 -5.323 2.241
45 O -3.042 -4.413 1.193
46 H -4.357 -6.523 3.380
47 H -4.811 -6.225 1.813
48 H -4.773 -4.844 2.971
49 H -2.178 -6.124 1.871
50 H -2.316 -4.904 3.112
51 H -2.268 -3.851 1.118
52 C -3.954 2.701 2.057
53 C -3.288 2.324 0.754
54 C -3.989 1.122 0.177
55 C -3.581 0.803 -1.214
56 C -3.718 1.990 -2.104
57 C -2.970 3.263 -1.597
58 N -3.252 3.482 -0.158
59 O -2.815 4.708 0.426
60 C -1.438 3.235 -1.819
61 C -3.515 4.410 -2.412
62 C -1.880 1.875 1.168
63 H -4.223 1.865 2.703
64 H -4.842 3.308 1.876
65 H -3.353 3.347 2.697
66 H -3.657 0.298 0.809
67 H -5.079 1.091 0.195
68 H -4.236 0.023 -1.601
69 H -2.541 0.511 -1.356
70 H -4.788 2.179 -2.199
71 H -3.262 1.676 -3.043
72 H -0.846 3.935 -1.228
73 H -0.947 2.292 -1.579
74 H -1.205 3.500 -2.850
75 H -4.598 4.460 -2.302
76 H -3.176 5.385 -2.060
77 H -3.323 4.323 -3.481
78 H -1.310 1.374 0.385
79 H -1.920 1.268 2.072
80 H -1.332 2.791 1.389
81 H -3.630 5.214 0.457
82 C 4.524 1.350 0.061
83 C 3.023 1.680 -0.348
84 C 2.474 2.657 0.680
85 C 2.856 4.105 0.502
86 C 2.431 4.466 -0.911
87 C 2.955 3.538 -2.093
88 N 2.839 2.169 -1.710
89 O 3.192 1.285 -2.741
90 C 2.104 3.873 -3.327
91 C 4.467 3.886 -2.270
92 C 2.140 0.428 -0.249
93 H 5.025 0.550 -0.484
94 H 4.618 1.049 1.104
95 H 5.079 2.287 0.020
96 H 1.388 2.606 0.602
97 H 2.837 2.398 1.674
98 H 3.939 4.213 0.556
99 H 2.349 4.746 1.222
100 H 2.918 5.417 -1.126
101 H 1.368 4.709 -0.928
102 H 1.115 3.438 -3.186
103 H 2.083 4.951 -3.488
104 H 2.503 3.406 -4.228
105 H 4.821 3.421 -3.190
106 H 4.786 4.927 -2.321
107 H 5.146 3.499 -1.510
108 H 2.449 -0.329 -0.971
109 H 1.088 0.565 -0.499
110 H 2.215 -0.037 0.734
111 H 2.337 0.901 -2.949

Properties
* E_LUMO: -5.371 eV
* ΔE to the lowest compared entry with this formula, charge and spin: 461.43 kJ/mol
* HOMO level: -9.39 eV
* total charge: +1


[4]
Entry from OMol25: a structure of composition C23H17BrO2OsP at a distorted geometry (ωB97M-V/def2-TZVPD).

CARTESIAN COORDINATES (ANGSTROEM)
1 Os 0.211 1.820 1.687
2 C 3.845 -2.044 -1.384
3 C 2.720 -2.848 -1.106
4 C 1.700 -2.398 -0.251
5 C 1.788 -1.103 0.243
6 C 3.009 -0.390 0.155
7 C 4.046 -0.856 -0.680
8 P 0.255 -0.156 0.614
9 C -0.962 -1.368 1.151
10 C -2.240 -1.425 0.645
11 C -3.055 -2.462 1.053
12 C -2.654 -3.419 1.988
13 C -1.387 -3.318 2.554
14 C -0.569 -2.256 2.162
15 C -0.287 0.422 -1.061
16 C -0.459 -0.411 -2.136
17 C -0.775 0.156 -3.424
18 C -1.030 1.527 -3.548
19 C -0.894 2.345 -2.376
20 C -1.156 3.700 -2.482
21 C -1.155 4.466 -1.325
22 C -0.655 3.999 -0.105
23 C -0.245 2.664 0.008
24 C -0.514 1.811 -1.119
25 H 4.679 -2.451 -2.037
26 H 2.663 -3.774 -1.719
27 H 0.824 -2.976 -0.109
28 H 3.170 0.540 0.659
29 H 4.996 -0.244 -0.840
30 H -2.609 -0.700 -0.089
31 H -4.088 -2.493 0.582
32 H -3.265 -4.261 2.172
33 H -0.987 -4.032 3.311
34 H 0.363 -2.082 2.660
35 H -0.250 -1.492 -2.062
36 H -0.824 -0.427 -4.319
37 H -1.145 2.027 -4.511
38 H -1.454 4.126 -3.426
39 H -1.581 5.481 -1.352
40 H -0.620 4.725 0.678
41 Br -2.285 1.724 2.215
42 O 0.629 0.794 3.718
43 C 0.706 1.954 4.281
44 O 0.531 2.999 3.570
45 H 1.012 2.101 5.357

Properties
* E_LUMO (alpha / beta): -3.873 / -6.024 eV
* ⟨S²⟩: 6.066
* multiplicity: 5
* HOMO level (alpha / beta): -11.53 / -11.93 eV
* total charge: +1